No. 1
A structure of composition C3HCuMgO4 at a distorted geometry. Source: the Open Molecules 2025 dataset; level of theory: ωB97M-V with the def2-TZVPD basis set.

```
10
Properties=species:S:1:pos:R:3:forces:R:3:mulliken_spin:R:1
O 2.6213 0.7662 -0.0200 2.482 3.020 0.904 -0.005
C 2.2937 -0.4810 -0.3532 2.341 -2.972 5.711 -0.047
O 0.9804 -0.7574 -0.0769 -1.479 -0.274 -1.666 0.156
O 3.1450 -1.2521 0.0233 -1.416 -0.995 -2.852 0.099
Mg 1.1577 2.2425 0.2492 0.542 -0.637 -0.128 -0.010
C 0.1367 0.2606 0.0886 0.471 0.661 -0.144 0.538
C -1.1928 -0.0405 0.1456 -1.043 -0.400 -0.230 0.066
O -2.3312 -0.1141 0.1251 0.896 0.050 0.200 0.204
Cu -5.2158 -0.6930 -0.0575 -0.528 -0.158 -0.018 0.000
H 3.5641 0.4383 0.4881 -2.266 1.705 -1.777 -0.001
```
Forces are in eV/Å.

Values from the calculation:
- Max |F|: 6.85 eV/Å
- Charge: +3
- Spin multiplicity: 2
- HOMO-LUMO gap (spin up / spin down): 0.29931 / 0.29729 Eh

No. 2
An isolated molecule of C4H8N2S2 at a distorted geometry. Source: the Open Molecules 2025 dataset; level of theory: ωB97M-V with the def2-TZVPD basis set.

```
16
Properties=species:S:1:pos:R:3:forces:R:3:mulliken_charge:R:1
C -0.7078 -0.8213 -1.5312 -1.681 3.451 -1.532 -0.779
C 0.3266 -1.4029 -0.6637 0.088 0.683 -1.160 0.209
C 1.8337 -1.2977 -1.0868 -3.647 -0.337 -2.908 -0.847
C 1.6410 0.7828 0.0104 -2.906 1.515 0.856 0.184
H -2.3045 0.4516 0.2485 0.681 -1.361 -1.539 0.136
H -0.9704 -1.5207 -2.3578 0.217 0.685 0.396 0.327
H -0.5642 0.3140 -1.9318 0.653 -3.033 0.575 0.296
H -0.0661 -2.2950 -0.2143 0.307 -0.288 0.920 0.331
H 1.8057 -0.8741 -2.2716 0.653 -0.860 3.599 0.320
H 2.2979 -2.2417 -0.8706 0.875 0.180 0.056 0.310
H 2.3856 0.8237 -0.8361 -0.450 1.472 1.495 0.352
H 0.6363 0.1961 2.7548 -1.126 2.124 -1.746 0.157
N 1.2059 -0.5358 -0.0103 3.527 -0.508 0.469 -0.114
N 1.1329 1.7478 0.7670 2.007 -2.070 -1.663 -0.456
S -2.3836 -0.5603 -0.7740 -0.478 0.376 1.284 -0.220
S -0.0010 1.3789 2.0121 1.280 -2.028 0.896 -0.206
```
Forces are in eV/Å.

Values from the calculation:
- Max |F|: 4.68 eV/Å
- Charge: 0
- HOMO-LUMO gap: 0.32700 Eh
- SMILES string: SC[C@H]1CN1/C=N\S

Question: Look up the charge of the first one.
Answer: +3

Question: max |F| of number 1 (C3HCuMgO4)?
Answer: 6.85 eV/Å

Question: Which value of max |F| does entry 1 give?
Answer: 6.85 eV/Å